1.
ORCA calculation (the ωB97M-V functional and the def2-TZVPD basis) on a single C13H16F3NO3S molecule in a non-equilibrium geometry.

Last column: Löwdin charge in e.
Positions of all 37 atoms, in Å:
C 1.988 2.554 -5.350  -0.08
O 0.936 2.842 -4.457  -0.07
C 0.579 1.914 -3.540  -0.27
C -0.477 2.273 -2.693  0.02
C -0.918 1.401 -1.723  -0.05
C -0.311 0.164 -1.590  -0.28
S -0.863 -0.933 -0.298  0.69
O -0.353 -2.251 -0.555  -0.28
O -2.273 -0.770 -0.101  -0.27
N -0.068 -0.246 1.028  -0.22
C 1.157 -0.911 1.421  -0.20
C 0.882 -2.153 2.270  -0.16
C 0.022 -1.787 3.477  -0.14
C -1.259 -1.093 3.004  -0.19
C -2.096 -0.661 4.195  -0.61
F -3.231 -0.044 3.839  0.15
F -2.452 -1.695 4.973  0.14
F -1.440 0.199 4.996  0.14
C -0.906 0.128 2.139  -0.16
C 0.727 -0.206 -2.418  -0.05
C 1.179 0.664 -3.396  0.00
H 1.757 1.686 -5.975  0.10
H 2.086 3.436 -5.980  0.09
H 2.929 2.383 -4.818  0.10
H -0.931 3.242 -2.828  0.12
H -1.738 1.654 -1.071  0.12
H 1.680 -1.185 0.506  0.11
H 1.765 -0.190 1.978  0.13
H 1.825 -2.588 2.602  0.12
H 0.361 -2.882 1.648  0.11
H -0.228 -2.682 4.049  0.12
H 0.575 -1.106 4.131  0.13
H -1.867 -1.777 2.404  0.16
H -1.814 0.571 1.729  0.12
H -0.373 0.873 2.740  0.14
H 1.165 -1.185 -2.300  0.11
H 1.989 0.358 -4.039  0.11

Values from the calculation:
**Max |F|**: 1.0 eV Å⁻¹
**Gap between HOMO and LUMO**: 9.576 eV
**Energy**: -1483.24524 hartree
**Highest occupied orbital energy**: -9.0 eV
**LUMO energy**: 0.61 eV
**Net charge**: 0



2.
ORCA calculation (the ωB97M-V functional and the def2-TZVPD basis) on a single C7H14O molecule in a non-equilibrium geometry.

Last column: Löwdin charge in e.
Positions of all 22 atoms, in Å:
C -1.797 -0.579 -0.306  -0.45
C 1.965 0.670 -0.024  -0.39
C -3.005 -0.525 0.630  -0.06
C 2.499 -0.235 -1.025  -0.01
C 2.063 0.179 1.412  -0.10
C 0.407 0.616 -0.656  -0.18
C -0.680 0.289 0.175  -0.07
O -2.177 -0.268 -1.658  -0.05
H -2.371 0.678 -1.687  0.09
H -1.460 -1.624 -0.378  0.15
H 2.335 1.692 -0.101  0.12
H 0.372 1.469 -1.328  0.12
H -0.586 0.393 1.248  0.10
H -3.805 -1.154 0.241  0.08
H -2.739 -0.875 1.630  0.08
H -3.377 0.499 0.714  0.08
H 2.809 0.123 -1.997  0.06
H 2.667 -1.278 -0.790  0.07
H 1.504 0.824 2.092  0.07
H 3.107 0.177 1.734  0.08
H 1.674 -0.836 1.505  0.08
H 0.596 -0.235 -1.432  0.13

Values from the calculation:
**Max |F|**: 2.9 eV Å⁻¹
**Gap between HOMO and LUMO (spin up / spin down)**: 7.683 / 8.429 eV
**Energy**: -350.19699 hartree
**Energy relative to the best compared isomer or geometry (same formula, charge and spin)**: 4.421 eV
**Highest occupied orbital energy (spin up / spin down)**: -7.4 / -7.7 eV
**LUMO energy (spin up / spin down)**: 0.24 / 0.76 eV
**Net charge**: 0



3.
ORCA calculation (the ωB97M-V functional and the def2-TZVPD basis) on 2 unconnected molecules or ions with the total composition C4H12 in a non-equilibrium geometry.

Last column: Löwdin charge in e.
Positions of all 16 atoms, in Å:
C 1.935 -0.147 1.651  -0.28
C 1.249 -0.899 0.490  -0.24
H 2.043 0.923 1.477  0.03
H 1.385 -0.372 2.561  0.03
H 2.960 -0.521 1.755  0.04
H 0.387 -0.383 0.091  0.00
H 0.927 -1.868 0.877  0.04
H 1.963 -1.044 -0.318  0.04
C -1.913 0.430 -0.367  -0.45
C -1.324 0.580 -1.767  -0.34
H -2.029 -0.626 -0.133  0.02
H -1.393 1.037 0.358  0.01
H -2.872 0.960 -0.297  0.01
H -0.916 1.594 -1.880  0.03
H -1.985 0.356 -2.603  0.03
H -0.416 -0.019 -1.894  0.03

Values from the calculation:
**Max |F|**: 1.5 eV Å⁻¹
**Gap between HOMO and LUMO (spin up / spin down)**: 2.721 / 12.022 eV
**Energy**: -159.51761 hartree
**Energy relative to the best compared isomer or geometry (same formula, charge and spin)**: 0.341 eV
**Multiplicity**: 2
**Highest occupied orbital energy (spin up / spin down)**: 1.6 / -7.6 eV
**LUMO energy (spin up / spin down)**: 4.32 / 4.38 eV
**Net charge**: -1



4.
ORCA calculation (the ωB97M-V functional and the def2-TZVPD basis) on a molecular structure, C3H3BrO in a non-equilibrium geometry.

Last column: Löwdin charge in e.
Positions of all 8 atoms, in Å:
C 0.118 0.464 -0.148  -0.03
C 0.245 -0.776 -0.711  -0.02
C -0.848 -0.186 0.754  -0.28
O -0.601 -1.425 0.194  -0.07
Br -3.267 0.238 -0.022  0.09
H 0.749 1.336 -0.182  0.10
H 0.648 -1.314 -1.434  0.08
H -1.073 0.040 1.833  0.12

Values from the calculation:
**Max |F|**: 5.8 eV Å⁻¹
**Gap between HOMO and LUMO (spin up / spin down)**: 7.887 / 7.887 eV
**Energy**: -2765.22302 hartree
**Energy relative to the best compared isomer or geometry (same formula, charge and spin)**: 2.979 eV
**Highest occupied orbital energy (spin up / spin down)**: -9.5 / -9.5 eV
**LUMO energy (spin up / spin down)**: -1.62 / -1.62 eV
**Net charge**: 0



5.
ORCA calculation (the ωB97M-V functional and the def2-TZVPD basis) on a single C3H3N3O2 molecule in a non-equilibrium geometry.

Last column: Löwdin charge in e.
Positions of all 11 atoms, in Å:
O -2.399 0.546 0.491  0.00
C -1.243 0.268 0.021  -0.54
N -0.473 1.446 -0.447  0.18
C 0.881 1.441 -0.347  -0.11
N 1.568 0.408 0.390  0.08
C 1.221 -0.848 0.354  -0.01
O 0.082 -1.332 -0.542  -0.09
N -1.152 -0.907 -0.402  0.01
H 1.545 2.332 -0.451  0.12
H 1.720 -1.582 0.903  0.10
H -1.750 -1.774 0.030  0.26

Values from the calculation:
**Max |F|**: 11.1 eV Å⁻¹
**Gap between HOMO and LUMO**: 8.695 eV
**Energy**: -430.68732 hartree
**Energy relative to the best compared isomer or geometry (same formula, charge and spin)**: 6.358 eV
**Highest occupied orbital energy**: -9.7 eV
**LUMO energy**: -1.04 eV
**Net charge**: 0



6.
ORCA calculation (the ωB97M-V functional and the def2-TZVPD basis) on a molecular structure, CH2IPS in a non-equilibrium geometry.

Last column: Löwdin charge in e.
Positions of all 6 atoms, in Å:
C -0.457 0.816 -0.326  -0.94
P 0.634 -0.129 0.790  0.28
S -1.970 0.148 -0.350  0.58
I 2.240 -1.569 -0.307  0.29
H -0.215 1.813 -0.730  0.01
H -0.232 -1.078 0.923  -0.23

Values from the calculation:
**Max |F|**: 3.6 eV Å⁻¹
**Gap between HOMO and LUMO**: 7.159 eV
**Energy**: -1076.48933 hartree
**Energy relative to the best compared isomer or geometry (same formula, charge and spin)**: 0.340 eV
**Highest occupied orbital energy**: -8.6 eV
**LUMO energy**: -1.48 eV
**Net charge**: 0